DFT (ωB97M-V with the def2-TZVPD basis set) results for a 2-piece molecular cluster, C5H11NO overall in a non-equilibrium geometry.

Each line ends with the Mulliken charge.
Cartesian coordinates (Å):
C1 -2.19 1.44 -0.89  0.12
N1 -2.72 1.21 0.35  -0.38
O1 -1.25 2.21 -1.02  -0.56
H1 -2.68 0.89 -1.69  0.36
H2 -2.38 1.84 1.08  0.24
H3 -3.68 0.92 0.33  0.23
C2 3.02 -1.10 0.14  -1.15
C3 1.54 -1.30 0.28  0.85
C4 0.78 -1.82 -0.70  -0.94
C5 0.89 -0.68 1.52  -1.01
H4 3.25 -0.06 -0.07  0.27
H5 3.58 -1.72 -0.61  0.33
H6 3.51 -1.37 1.08  0.31
H7 -0.29 -1.75 -0.63  0.24
H8 1.29 -2.41 -1.45  0.28
H9 -0.22 -0.97 1.44  0.26
H10 1.04 0.45 1.65  0.24
H11 1.39 -1.12 2.42  0.34

Summary:
energy above the lowest of the compared OMol25 structures with the same formula, charge and spin	143.4	kJ/mol
LUMO level	0.89	eV
SMILES	C=C(C)C.NC=O
charge	0

---

DFT (ωB97M-V with the def2-TZVPD basis set) results for a 2-piece molecular cluster, C27H48N3O4 overall in a non-equilibrium geometry.

Each line ends with the Mulliken charge.
Cartesian coordinates (Å):
C1 -4.28 0.30 -3.52  -0.91
C2 -4.67 -0.93 -3.03  0.35
C3 -5.78 -1.08 -1.92  0.32
O1 -6.57 -0.18 -1.85  -0.50
O2 -5.81 -2.18 -1.07  -0.30
C4 -5.81 -3.44 -1.79  -0.63
C5 -4.61 -4.39 -1.35  -0.70
C6 -3.32 -3.59 -0.87  0.18
C7 -1.97 -4.23 -1.41  -1.10
C8 -1.48 -3.56 -2.78  0.29
C9 0.04 -3.13 -2.74  -0.77
C10 0.29 -1.62 -2.99  0.19
C11 -0.58 -0.54 -3.38  -0.38
N1 0.26 0.60 -3.39  0.06
C12 1.55 0.30 -3.06  -0.03
C13 2.72 1.34 -2.96  -0.54
C14 2.14 2.65 -2.24  -0.61
C15 3.16 3.24 -1.17  -0.68
C16 2.55 4.51 -0.48  -0.64
C17 3.55 5.31 0.44  -0.68
C18 4.02 4.50 1.72  -0.39
O3 5.07 5.29 2.32  -0.29
C19 5.16 5.10 3.69  0.62
O4 4.23 5.12 4.47  -0.48
C20 6.60 4.88 4.26  -0.24
C21 7.03 5.44 5.43  -0.54
N2 1.59 -1.06 -2.82  -0.07
H1 -4.20 1.20 -2.85  0.30
H2 -4.09 0.37 -4.62  0.32
H3 -4.23 -1.89 -3.42  0.22
H4 -5.81 -3.33 -2.91  0.32
H5 -6.76 -3.97 -1.51  0.34
H6 -4.99 -5.05 -0.52  0.37
H7 -4.29 -5.08 -2.18  0.32
H8 -3.31 -3.61 0.26  0.19
H9 -3.33 -2.50 -1.15  -0.05
H10 -2.14 -5.34 -1.54  0.46
H11 -1.21 -4.13 -0.59  0.33
H12 -2.18 -2.75 -3.13  -0.35
H13 -1.57 -4.39 -3.56  0.32
H14 0.40 -3.34 -1.68  0.38
H15 0.69 -3.79 -3.39  0.44
H16 -1.67 -0.62 -3.59  0.32
H17 0.00 1.57 -3.60  0.30
H18 3.17 1.57 -3.96  0.36
H19 3.47 0.88 -2.25  0.32
H20 1.18 2.44 -1.69  0.45
H21 1.98 3.46 -3.01  0.33
H22 4.14 3.51 -1.66  0.29
H23 3.36 2.45 -0.38  0.36
H24 1.62 4.28 0.12  0.25
H25 2.21 5.23 -1.29  0.36
H26 4.46 5.68 -0.11  0.31
H27 3.03 6.23 0.84  0.28
H28 3.15 4.30 2.40  0.34
H29 4.43 3.49 1.42  0.18
H30 7.28 4.27 3.62  0.28
H31 6.64 6.40 5.85  0.26
H32 7.88 4.90 5.95  0.23
H33 2.41 -1.61 -2.56  0.30
C22 -0.11 -3.40 3.94  -1.40
C23 0.22 -2.27 2.98  -0.42
N3 -0.89 -1.89 2.12  0.59
C24 -0.50 -1.02 1.02  -0.17
C25 0.01 0.38 1.38  -0.98
C26 -2.14 -1.54 2.79  -0.71
C27 -2.11 -0.39 3.79  -1.22
H34 -0.47 -4.28 3.41  0.29
H35 0.79 -3.69 4.49  0.44
H36 -0.85 -3.11 4.68  0.30
H37 1.05 -2.61 2.35  0.38
H38 0.59 -1.41 3.56  0.29
H39 -1.34 -0.91 0.33  0.05
H40 0.28 -1.53 0.45  0.20
H41 -0.80 1.04 1.68  0.25
H42 0.48 0.83 0.50  0.06
H43 0.76 0.36 2.17  0.28
H44 -2.51 -2.43 3.30  0.53
H45 -2.91 -1.33 2.04  0.26
H46 -1.24 -0.44 4.46  0.26
H47 -3.00 -0.43 4.42  0.40
H48 -2.11 0.58 3.30  0.30

Summary:
LUMO level	-2.68	eV
charge	+1

---

DFT (ωB97M-V with the def2-TZVPD basis set) results for Br2HNS2 as an isolated structure in a non-equilibrium geometry.

Each line ends with the Mulliken charge.
Cartesian coordinates (Å):
N1 1.34 -1.39 0.52  -0.40
S1 0.49 -0.13 0.24  0.31
S2 -0.14 2.55 -0.40  -0.09
Br1 -1.48 -0.97 -0.88  -0.16
Br2 -1.83 1.89 0.73  0.06
H1 1.62 -1.95 -0.21  0.28

Summary:
energy above the lowest of the compared OMol25 structures with the same formula, charge and spin	227.9	kJ/mol
LUMO level (spin up / spin down)	-2.21 / -2.80	eV
charge	0

---

DFT (ωB97M-V with the def2-TZVPD basis set) results for C4H5NO in the gas phase.

Each line ends with the Mulliken charge.
Cartesian coordinates (Å):
C1 -2.45 0.09 0.16  -1.23
C2 -0.99 0.11 0.13  0.67
C3 0.21 0.00 0.13  -0.01
C4 1.60 -0.47 0.15  0.20
O1 1.88 -1.55 0.63  -0.57
N1 2.52 0.35 -0.43  -0.37
H1 -2.82 -0.49 -0.70  0.27
H2 -2.89 1.09 0.10  0.30
H3 -2.80 -0.39 1.07  0.30
H4 3.47 0.02 -0.45  0.22
H5 2.29 1.26 -0.79  0.22

Summary:
energy above the lowest of the compared OMol25 structures with the same formula, charge and spin	115.9	kJ/mol
LUMO level	0.88	eV
SMILES	CC#CC(N)=O
charge	0

---

DFT (ωB97M-V with the def2-TZVPD basis set) results for a 7-piece molecular cluster, C11H22BF2N3O14 overall in a non-equilibrium geometry.

Each line ends with the Mulliken charge.
Cartesian coordinates (Å):
B1 0.06 3.18 4.75  0.25
H1 -0.49 2.78 5.60  -0.07
H2 -0.30 2.65 3.89  -0.09
H3 -0.14 4.23 4.61  -0.11
H4 1.11 2.99 4.88  -0.20
C1 0.23 -0.08 -0.50  -0.80
C2 0.15 0.14 1.06  0.39
O1 0.40 1.24 1.62  -0.53
O2 -0.21 -0.85 1.73  -0.69
H5 -0.69 -0.31 -1.02  0.04
H6 0.96 -0.86 -0.74  0.48
H7 0.70 0.78 -0.98  0.37
C3 -0.96 3.89 -0.82  -0.06
C4 -1.77 2.65 -1.18  0.43
O3 -1.33 2.23 -2.53  -0.24
C5 -0.68 3.28 -3.08  0.61
O4 -0.40 3.35 -4.28  -0.58
O5 -0.52 4.33 -2.13  -0.35
F1 -3.00 3.13 -1.30  -0.32
H8 -0.14 3.59 -0.17  -0.02
H9 -1.59 4.64 -0.35  0.29
H10 -1.85 1.85 -0.45  0.21
C6 0.72 -3.93 0.48  -0.05
C7 -0.22 -4.50 1.48  0.34
O6 0.77 -5.16 2.19  -0.38
C8 1.78 -5.57 1.43  0.63
O7 2.58 -6.44 1.67  -0.59
O8 1.70 -4.90 0.31  -0.37
F2 -1.13 -5.33 1.06  -0.31
H11 1.14 -3.01 0.87  0.01
H12 0.24 -3.65 -0.46  0.34
H13 -0.60 -3.67 2.09  0.37
C9 -3.14 -2.46 0.19  -0.56
N1 -3.45 -1.57 -1.00  1.05
O9 -3.55 -0.38 -0.87  -0.61
O10 -3.63 -2.09 -1.98  -0.56
H14 -2.17 -2.24 0.64  0.07
H15 -3.22 -3.48 -0.17  0.33
H16 -3.88 -2.18 0.94  0.28
C10 3.40 2.58 1.60  -0.59
N2 3.59 2.50 3.14  0.91
O11 2.99 1.65 3.74  -0.45
O12 4.39 3.27 3.62  -0.60
H17 4.20 3.25 1.29  0.37
H18 2.39 2.81 1.28  0.09
H19 3.68 1.59 1.22  0.26
C11 0.54 -0.59 -5.29  -0.80
N3 -0.09 -1.15 -4.06  0.87
O13 0.72 -1.80 -3.38  -0.49
O14 -1.32 -1.06 -3.93  -0.48
H20 0.50 -1.30 -6.12  0.29
H21 1.57 -0.33 -5.03  0.32
H22 0.01 0.32 -5.57  0.31

Summary:
2S+1	2
LUMO level (spin up / spin down)	1.66 / -1.41	eV
charge	-1

---

DFT (ωB97M-V with the def2-TZVPD basis set) results for a 4-piece molecular cluster, C2H5FN2 overall in a non-equilibrium geometry.

Each line ends with the Mulliken charge.
Cartesian coordinates (Å):
C1 1.31 1.16 -0.54  0.05
C2 -1.16 -0.76 -0.44  -0.30
N1 2.08 1.25 0.28  -0.37
N2 -0.99 0.32 -1.09  -0.27
F1 -1.69 1.41 -0.55  -0.16
H1 0.63 1.23 -1.39  0.40
H2 1.50 -1.16 2.24  0.27
H3 -1.79 -0.83 0.49  0.32
H4 0.73 -0.96 1.78  -0.27
H5 -0.63 -1.64 -0.77  0.34

Summary:
energy above the lowest of the compared OMol25 structures with the same formula, charge and spin	436.6	kJ/mol
LUMO level	0.34	eV
charge	0